111
Properties=species:S:1:pos:R:3:forces:R:3:mulliken_spin:R:1 method="wB97M-V/def2-TZVPD" spin_multiplicity=5 homo_lumo_gap_ha="0.234 / 0.212" e_above_lowest_ev=0.8172 charge=+1
Pd 0.231 -0.840 0.025 0.173 0.328 0.294 1.48
C 7.628 -0.796 -1.672 0.053 -0.014 -0.005 0.04
C 6.483 -1.040 -0.680 -0.011 -0.005 0.004 0.03
C 5.794 -2.359 -1.024 -0.082 -0.111 -0.011 -0.04
C 7.083 -1.201 0.728 0.011 0.007 0.034 0.05
C 5.516 0.146 -0.651 0.024 0.085 -0.035 0.19
C 5.994 1.379 -0.283 0.110 -0.122 -0.033 -0.11
C 5.175 2.458 0.082 -0.222 -0.044 0.046 0.39
C 3.798 2.179 0.226 0.170 0.177 0.020 -0.06
S 2.583 3.158 0.966 0.100 -0.004 -0.037 0.01
C 1.432 1.916 0.701 -0.253 -0.191 0.033 0.20
N 1.911 0.847 0.097 -0.049 0.130 0.001 0.06
C 3.246 0.978 -0.171 -0.220 -0.107 -0.094 0.00
C 4.048 -0.011 -0.939 0.167 -0.050 0.118 -0.08
C 0.026 1.993 1.102 0.129 0.011 -0.162 -0.37
C -0.552 3.144 1.641 -0.067 0.059 -0.001 0.06
C -1.905 3.163 1.932 -0.044 -0.021 -0.013 -0.03
C -2.689 2.040 1.691 -0.046 -0.042 0.005 0.06
C -2.113 0.882 1.173 0.117 0.233 0.106 -0.38
C -0.757 0.864 0.879 -0.038 -0.276 0.049 0.88
H 8.326 -1.636 -1.650 -0.003 0.003 0.007 0.00
H 8.186 0.105 -1.421 0.004 0.002 -0.004 0.00
H 7.264 -0.689 -2.693 -0.015 0.002 -0.002 -0.01
H 6.530 -3.165 -1.017 0.011 0.016 -0.016 0.00
H 5.323 -2.348 -2.007 0.009 0.027 0.007 -0.01
H 5.033 -2.613 -0.280 -0.007 -0.004 0.000 0.07
H 7.742 -2.072 0.760 -0.003 0.003 -0.006 0.00
H 6.296 -1.338 1.473 -0.018 -0.013 -0.005 -0.01
H 7.663 -0.327 1.021 0.012 0.004 -0.009 0.00
H 7.065 1.512 -0.181 -0.003 0.015 -0.004 0.00
H 5.595 3.409 0.372 -0.004 0.012 -0.005 0.01
H 3.698 -1.028 -0.744 -0.050 0.000 0.043 0.34
H 0.041 4.034 1.821 0.051 -0.033 -0.022 0.00
H -2.355 4.058 2.339 0.001 -0.003 0.000 0.00
H -3.750 2.063 1.910 -0.003 0.009 -0.012 0.00
H -2.718 -0.004 1.019 -0.015 0.040 0.025 0.06
I -3.813 -4.545 4.110 -0.086 -0.099 0.061 0.00
C -2.582 -3.088 3.361 0.084 0.165 -0.065 0.00
C -2.226 -1.895 3.951 0.011 -0.057 0.048 0.00
N -1.382 -1.287 3.097 -0.036 -0.068 0.005 0.00
N -1.187 -1.993 1.980 -0.050 -0.071 -0.302 -0.08
C -1.911 -3.091 2.125 0.073 -0.093 0.124 0.02
H -2.502 -1.452 4.893 -0.013 -0.022 -0.002 0.00
H -1.008 -0.354 3.149 0.026 0.087 0.001 0.00
H -1.923 -3.847 1.356 -0.037 0.006 0.020 0.00
C 1.789 -4.121 -2.370 0.154 -0.003 0.022 0.03
Si 2.040 -4.586 -0.574 -0.208 0.065 0.090 -0.02
C 0.634 -5.630 0.097 0.121 -0.088 -0.022 0.08
C 3.679 -5.439 -0.327 -0.038 -0.093 -0.029 0.03
As 1.884 -2.581 0.706 0.022 0.070 0.086 0.88
Si 3.599 0.301 -2.804 -0.023 0.118 -0.142 0.08
C 3.957 2.086 -3.229 -0.021 -0.072 0.042 0.01
C 4.516 -0.821 -3.989 -0.084 -0.043 0.005 0.01
C 1.763 -0.068 -2.988 0.125 -0.002 -0.022 0.00
Si 2.706 -2.626 2.934 -0.009 0.024 -0.139 -0.01
C 3.049 -0.822 3.284 -0.033 -0.053 0.056 0.01
C 1.365 -3.347 4.021 0.183 0.008 0.044 0.04
C 4.248 -3.672 3.041 -0.012 0.023 0.040 0.02
H 1.418 -4.981 -2.933 0.009 -0.028 0.009 0.00
H 2.744 -3.827 -2.814 -0.024 0.024 -0.004 0.00
H 1.086 -3.300 -2.512 -0.028 -0.033 0.044 0.00
H 0.522 -6.524 -0.524 0.000 0.002 0.006 0.00
H -0.323 -5.109 0.102 0.004 0.052 -0.046 -0.02
H 0.850 -5.961 1.115 0.001 0.022 0.006 0.01
H 3.560 -6.483 -0.635 0.031 0.003 -0.008 0.00
H 4.029 -5.441 0.705 -0.071 0.024 -0.004 -0.01
H 4.457 -5.000 -0.949 0.038 0.063 -0.014 0.00
H 4.981 2.365 -2.978 0.002 -0.020 0.005 0.00
H 3.283 2.770 -2.709 0.006 -0.005 0.017 0.00
H 3.824 2.241 -4.302 -0.015 -0.007 -0.010 0.00
H 5.600 -0.736 -3.938 0.010 0.028 0.025 0.00
H 4.214 -0.536 -5.000 0.006 0.009 -0.008 0.00
H 4.248 -1.872 -3.864 -0.006 0.005 0.010 0.00
H 1.133 0.722 -2.578 0.036 0.029 0.000 0.00
H 1.497 -1.004 -2.486 0.049 -0.024 -0.019 0.01
H 1.524 -0.186 -4.048 -0.036 0.022 -0.001 0.00
H 2.181 -0.199 3.057 -0.026 -0.029 0.000 0.00
H 3.884 -0.449 2.685 0.012 -0.033 -0.025 0.00
H 3.301 -0.685 4.338 0.012 0.018 -0.005 0.00
H 0.543 -2.655 4.185 -0.052 0.059 -0.022 0.00
H 1.819 -3.574 4.991 -0.063 0.001 0.026 0.00
H 0.954 -4.275 3.624 0.031 -0.018 -0.042 0.00
H 5.015 -3.386 2.319 -0.025 0.022 -0.027 0.00
H 4.027 -4.732 2.909 -0.020 0.001 -0.007 0.00
H 4.675 -3.553 4.041 0.011 0.000 -0.004 0.00
S -6.142 2.335 -0.893 0.040 -0.095 0.048 0.00
C -5.061 1.127 -1.122 -0.075 0.252 -0.067 0.00
S -3.574 1.358 -2.039 -0.115 0.091 0.057 0.00
C -3.117 -0.252 -1.640 -0.065 -0.272 0.192 0.00
N -3.961 -0.924 -0.953 0.062 0.071 -0.073 0.01
N -5.066 -0.164 -0.683 0.117 -0.044 -0.137 0.00
C -6.071 -0.778 0.132 -0.018 0.029 0.044 0.00
C -7.414 -0.614 -0.168 0.057 -0.090 0.048 0.00
C -8.357 -1.229 0.643 -0.027 0.023 -0.034 0.00
C -7.962 -1.995 1.728 0.012 -0.022 0.017 0.00
C -6.611 -2.157 2.007 0.004 -0.004 0.035 0.00
C -5.657 -1.548 1.210 -0.042 0.054 0.004 0.00
S -1.510 -0.839 -2.056 0.234 0.086 -0.169 0.05
H -7.717 -0.022 -1.016 -0.003 0.033 -0.030 0.00
H -9.409 -1.109 0.417 0.005 0.001 0.003 0.00
H -8.705 -2.470 2.354 0.003 0.003 0.004 0.00
H -6.296 -2.754 2.852 -0.005 -0.018 0.000 0.00
H -4.601 -1.669 1.416 -0.010 -0.015 -0.004 0.00
C -2.127 -6.024 -3.273 -0.016 0.077 0.066 0.00
O -1.849 -4.959 -2.339 -0.012 0.071 -0.129 0.00
C -1.932 -3.714 -2.789 0.131 -0.146 0.166 0.01
S -2.286 -3.181 -4.259 -0.088 0.037 -0.148 0.01
S -1.509 -2.727 -1.344 -0.209 -0.158 0.011 0.02
H -1.963 -6.937 -2.710 -0.014 -0.020 -0.019 0.00
H -1.452 -5.951 -4.123 -0.004 -0.020 0.003 0.00
H -3.158 -5.946 -3.611 0.011 -0.033 -0.021 0.00

17
Properties=species:S:1:pos:R:3:forces:R:3:nbo_charge:R:1 method="wB97M-V/def2-TZVPD" homo_lumo_gap_ha=0.174 e_above_lowest_ev=7.3578 charge=0
N -1.688 0.322 0.857 0.109 -1.082 -1.002 -0.83
C -1.412 0.369 -0.620 -1.589 2.584 2.052 -0.26
C 0.037 0.604 -0.966 0.579 -0.780 -2.404 -0.27
N 0.856 -0.589 -0.645 -0.362 1.603 3.594 -0.44
C 1.580 -0.647 0.488 -0.466 -0.921 -2.908 0.03
C 1.874 0.416 1.433 -0.391 1.171 0.750 0.31
O 1.179 1.410 1.552 0.151 -0.200 -0.197 -0.49
H -0.831 0.496 1.358 0.077 0.263 0.221 0.36
H -1.931 -0.647 1.054 -0.057 0.116 0.259 0.35
H -2.028 1.211 -0.967 0.535 0.261 -0.273 0.19
H -1.837 -0.482 -1.115 0.382 -0.354 -0.061 0.25
H 0.514 1.552 -0.737 -0.235 -0.129 0.736 0.23
H 0.039 0.561 -2.064 -0.046 0.088 -0.118 0.22
H 0.084 -1.367 -0.721 -0.150 -1.635 -1.699 0.38
H -1.258 -1.938 -1.549 1.170 -0.331 0.689 -0.38
H 2.093 -1.599 0.517 0.166 -0.144 0.741 0.21
H 2.729 0.328 2.124 0.128 -0.510 -0.380 0.15